1.
{
  "formula": "C3H10N2S",
  "method": "ωB97M-V/def2-TZVPD",
  "homo_lumo_gap_ev": 8.65,
  "homo_ev": -8.759,
  "total_charge": 0,
  "elements": ["C", "C", "C", "H", "H", "H", "H", "H", "H", "H", "H", "H", "H", "N", "N", "S"],
  "xyz": [[-1.875, -0.052, 0.612], [-0.383, 0.256, 0.512], [0.514, -0.985, 0.153], [-3.074, -0.196, -1.097], [-1.869, -1.486, -0.904], [-2.457, 0.936, 0.700], [-2.187, -0.796, 1.510], [-0.064, 0.430, 1.517], [0.708, 1.843, -0.183], [-0.654, 1.415, -1.147], [0.213, -1.170, -0.891], [0.549, -1.889, 0.919], [2.927, -1.595, -0.275], [-2.150, -0.572, -0.704], [-0.320, 1.552, -0.177], [2.105, 0.021, -0.103]],
  "lowdin_charge": [-0.28, -0.59, -0.51, 0.11, 0.04, 0.13, 0.14, 0.10, 0.03, 0.08, 0.04, 0.12, 0.06, -0.04, 0.00, 0.56]
}


2.
{
  "formula": "C3H10N2S",
  "method": "ωB97M-V/def2-TZVPD",
  "homo_lumo_gap_ev": 6.37,
  "homo_ev": -8.733,
  "total_charge": 0,
  "elements": ["N", "C", "C", "S", "C", "N", "H", "H", "H", "H", "H", "H", "H", "H", "H", "H"],
  "xyz": [[0.324, -1.633, -1.049], [-0.044, -0.845, -0.088], [1.117, 0.512, -0.059], [0.707, 1.604, 1.166], [-1.406, -0.168, -0.311], [-2.467, -1.160, -0.319], [4.150, 0.243, -2.599], [3.655, -0.152, -2.205], [0.957, -2.352, -0.679], [-0.034, -1.187, 0.948], [1.123, 0.911, -1.060], [2.035, -0.004, 0.168], [-1.441, 0.502, 0.546], [-1.404, 0.479, -1.194], [-3.335, -0.892, -0.761], [-2.146, -2.038, -0.695]],
  "lowdin_charge": [0.15, -0.49, -0.64, 0.65, -0.29, 0.01, 0.02, 0.00, 0.08, 0.14, 0.05, 0.04, 0.05, 0.12, 0.07, 0.06]
}


3.
{
  "formula": "C3H10N3",
  "method": "ωB97M-V/def2-TZVPD",
  "homo_lumo_gap_ev": 10.61,
  "homo_ev": -13.989,
  "total_charge": 1,
  "elements": ["C", "C", "C", "N", "N", "N", "H", "H", "H", "H", "H", "H", "H", "H", "H", "H"],
  "xyz": [[0.602, -0.843, 1.563], [-0.672, 0.305, 0.354], [-0.158, 0.391, -1.991], [-0.006, -1.428, 0.367], [-0.041, 0.468, 1.568], [0.303, 0.850, -0.703], [0.604, -1.343, 2.537], [1.764, -0.842, 1.507], [-1.632, 0.578, 0.112], [-1.083, 0.876, -2.268], [0.413, 0.605, -2.840], [-0.330, -0.645, -2.003], [-0.699, -2.164, 0.534], [-0.591, 0.747, 2.449], [0.244, 1.921, -0.681], [1.282, 0.523, -0.506]],
  "lowdin_charge": [-0.28, -0.14, -0.04, 0.08, -0.02, 0.03, 0.12, 0.14, 0.13, 0.11, 0.09, 0.09, 0.09, 0.18, 0.22, 0.19]
}


4.
{
  "formula": "C3H10N3",
  "method": "ωB97M-V/def2-TZVPD",
  "homo_lumo_gap_ev": 10.10,
  "homo_ev": -13.697,
  "smiles": "N[C@H]1CCN1[NH3+]",
  "total_charge": 1,
  "elements": ["C", "C", "C", "N", "N", "N", "H", "H", "H", "H", "H", "H", "H", "H", "H", "H"],
  "xyz": [[-0.768, 0.233, 1.258], [0.771, 0.133, 1.339], [-0.760, 0.187, -0.253], [0.571, -0.493, -0.118], [-1.741, -0.541, -0.936], [1.543, -0.084, -1.210], [-1.307, -0.567, 1.623], [-1.101, 1.208, 1.671], [1.140, 1.095, 1.308], [1.363, -0.487, 1.933], [-0.615, 1.183, -0.675], [-2.640, -0.234, -0.878], [-1.599, -1.529, -0.555], [1.060, -0.266, -2.138], [2.297, -0.756, -1.249], [1.787, 0.917, -1.120]],
  "lowdin_charge": [-0.09, -0.02, -0.44, -0.05, 0.09, 0.21, 0.09, 0.14, 0.08, 0.10, 0.15, 0.05, 0.14, 0.20, 0.16, 0.18]
}


5.
{
  "formula": "C3H10N3",
  "method": "ωB97M-V/def2-TZVPD",
  "homo_lumo_gap_ev": 10.46,
  "homo_ev": -14.119,
  "total_charge": 1,
  "elements": ["C", "C", "C", "N", "N", "N", "H", "H", "H", "H", "H", "H", "H", "H", "H", "H"],
  "xyz": [[0.310, -0.755, -1.397], [-1.373, 2.242, 0.168], [1.176, -1.226, 1.734], [-0.114, -1.209, -0.375], [0.775, -0.575, -2.574], [-0.095, -1.318, 0.922], [-0.396, 1.916, -0.159], [-1.600, 1.540, 0.894], [-1.427, 3.318, 0.542], [-2.082, 2.116, -0.753], [1.211, -2.275, 2.108], [1.955, -0.890, 1.165], [0.956, -0.563, 2.454], [1.340, -1.315, -2.923], [0.403, 0.236, -3.035], [-1.039, -1.241, 1.228]],
  "lowdin_charge": [-0.06, -0.05, 0.05, 0.13, 0.23, -0.02, -0.02, -0.04, 0.06, 0.06, 0.12, 0.06, 0.05, 0.14, 0.15, 0.15]
}


6.
{
  "formula": "C3H10N3",
  "method": "ωB97M-V/def2-TZVPD",
  "homo_lumo_gap_ev": 10.18,
  "homo_ev": -14.201,
  "total_charge": 1,
  "elements": ["C", "C", "C", "N", "N", "N", "H", "H", "H", "H", "H", "H", "H", "H", "H", "H"],
  "xyz": [[0.784, -1.121, -0.677], [-2.897, 0.040, 0.510], [2.418, 0.249, 0.344], [1.130, 0.023, -0.193], [0.260, 0.968, -0.039], [-2.186, 0.119, -0.516], [1.543, -1.935, -0.875], [-0.253, -1.435, -0.891], [-2.436, 0.581, 1.352], [-3.637, -0.659, 0.666], [2.714, 1.305, 0.107], [2.176, 0.183, 1.347], [-0.626, 0.809, -0.350], [0.434, 1.883, 0.465], [3.087, -0.593, 0.065], [-2.510, -0.418, -1.316]],
  "lowdin_charge": [0.14, -0.04, 0.03, -0.29, 0.14, 0.00, 0.13, 0.10, 0.09, 0.06, 0.14, 0.09, -0.01, 0.19, 0.13, 0.08]
}


7.
{
  "formula": "C3H10N3",
  "method": "ωB97M-V/def2-TZVPD",
  "spin_multiplicity": 3,
  "homo_lumo_gap_ev": [5.20, 6.37],
  "homo_ev": [-8.039, -14.248],
  "total_charge": 1,
  "elements": ["C", "C", "C", "N", "N", "N", "H", "H", "H", "H", "H", "H", "H", "H", "H", "H"],
  "xyz": [[0.917, 1.014, 0.569], [-0.548, -0.621, 0.882], [0.627, -0.041, -1.695], [0.080, 0.382, 1.713], [-1.893, -0.743, 1.001], [-0.028, 0.338, -0.408], [0.670, 2.151, 0.777], [2.012, 0.754, 0.445], [0.018, -1.505, 0.460], [1.526, -0.632, -1.654], [0.010, -0.726, -2.137], [0.864, 0.933, -2.100], [0.473, 0.291, 2.669], [-2.402, 0.051, 1.390], [-2.236, -1.675, 0.705], [-0.880, 0.797, -0.568]],
  "mulliken_spin": [0.27, 0.30, -0.02, 1.04, 0.12, 0.15, 0.10, 0.04, 0.05, -0.02, 0.01, 0.03, -0.08, -0.01, 0.00, 0.03]
}


8.
{
  "formula": "C3H10N3O",
  "method": "ωB97M-V/def2-TZVPD",
  "homo_lumo_gap_ev": 6.39,
  "homo_ev": -2.541,
  "total_charge": -1,
  "elements": ["C", "N", "C", "N", "H", "H", "H", "H", "H", "H", "N", "C", "O", "H", "H", "H", "H"],
  "xyz": [[-0.183, -1.118, 0.941], [-1.520, -1.702, -1.401], [-0.714, -2.619, -0.746], [-0.008, -2.420, 0.276], [0.514, -1.080, 1.770], [-1.210, -1.064, 1.337], [-0.009, -0.255, 0.274], [-1.551, -0.774, -1.007], [-2.376, -2.019, -1.824], [-0.660, -3.580, -1.263], [0.378, 2.815, 0.671], [1.533, 1.961, 0.152], [1.140, 1.085, -0.758], [0.689, 3.774, 0.795], [-0.310, 2.805, -0.074], [2.316, 2.684, -0.219], [1.971, 1.508, 1.078]],
  "lowdin_charge": [-0.16, 0.07, -0.36, -0.04, 0.06, 0.07, 0.03, 0.07, 0.07, 0.09, -0.06, -0.63, -0.35, 0.01, 0.02, 0.06, 0.06]
}


9.
{
  "formula": "C3H10N3O",
  "method": "ωB97M-V/def2-TZVPD",
  "homo_lumo_gap_ev": 11.20,
  "homo_ev": -14.606,
  "smiles": "C[C@](N)([NH3+])C(N)=O",
  "total_charge": 1,
  "elements": ["C", "C", "C", "N", "N", "N", "O", "H", "H", "H", "H", "H", "H", "H", "H", "H", "H"],
  "xyz": [[0.003, -0.081, 0.203], [-0.668, 0.272, -1.175], [1.559, -0.274, 0.171], [-0.344, 0.971, 1.059], [-0.318, 1.518, -1.575], [-0.732, -1.508, 0.598], [-1.463, -0.500, -1.679], [1.963, -0.394, -0.861], [1.821, -1.047, 0.814], [2.088, 0.576, 0.461], [0.297, 0.864, 1.868], [-1.274, 0.852, 1.427], [0.186, 2.097, -0.934], [-0.696, 2.003, -2.333], [-0.013, -2.204, 0.736], [-1.224, -1.791, -0.243], [-1.185, -1.355, 1.463]],
  "lowdin_charge": [-0.40, -0.45, 0.03, 0.11, 0.22, 0.28, 0.08, 0.12, 0.06, 0.07, 0.13, 0.11, 0.11, 0.11, 0.15, 0.13, 0.14]
}


10.
{
  "formula": "C3H10N3O",
  "method": "ωB97M-V/def2-TZVPD",
  "spin_multiplicity": 3,
  "homo_lumo_gap_ev": [6.25, 6.18],
  "homo_ev": [-8.964, -14.641],
  "total_charge": 1,
  "elements": ["C", "C", "C", "N", "N", "N", "O", "H", "H", "H", "H", "H", "H", "H", "H", "H", "H"],
  "xyz": [[-0.038, 1.681, 0.210], [-0.771, -0.637, 0.723], [0.874, -0.234, -1.207], [-1.769, -0.800, -0.343], [0.245, 0.262, 0.047], [1.646, -0.009, 0.002], [1.992, -1.299, 0.521], [0.275, 2.103, 1.164], [0.584, 2.163, -0.547], [-1.133, 1.964, -0.078], [-1.031, -0.068, 1.743], [-0.479, -1.668, 0.967], [2.782, -1.269, 1.086], [0.525, -1.169, -1.531], [0.947, 0.497, -2.078], [-2.145, 0.046, -0.514], [-2.506, -1.562, -0.166]],
  "mulliken_spin": [0.03, 0.03, 0.10, 0.05, 0.16, 1.05, 0.53, 0.01, 0.00, 0.01, 0.00, 0.01, -0.01, 0.02, 0.02, 0.00, 0.00]
}


Max |F|
In order: 6.0; 3.6; 6.1; 5.7; 5.4; 5.5; 6.2; 0.6; 3.5; 6.7
Unit: eV/A
Energy above the lowest of the compared OMol25 structures with the same formula, charge and spin
In order: 312.9; 460.7; 439.3; 377.0; 460.6; 424.8; 333.5; 152.1; 159.5; 680.4
Unit: kJ/mol